Record 1
C5H7N3O2 in the gas phase in a non-equilibrium geometry, computed with ωB97M-V/def2-TZVPD.

Positions of all 17 atoms, in Å:
N -0.5787 -1.8669 0.0867
C -0.4561 -0.1660 0.0255
N -1.8588 0.3447 0.0888
O -2.6979 -0.2819 -0.5104
O -2.0541 1.3682 0.6983
C 0.0857 0.1852 -1.3113
C 1.3432 0.6160 -1.4402
N 2.2421 0.6718 -0.3924
C 1.8198 0.5051 0.7869
C 0.3829 0.3342 1.1795
H -1.0884 -2.0675 0.9414
H -1.1739 -2.1166 -0.6964
H -0.5696 0.0553 -2.1594
H 1.7594 0.8963 -2.3980
H 2.5503 0.5218 1.5842
H 0.3012 -0.3212 2.0464
H -0.0071 1.3214 1.4703

Atoms 1-3, force components in eV/Å:
N 0.914 3.697 -0.032
C 0.339 -4.367 0.016
N -0.374 0.225 0.107

Gap between HOMO and LUMO = 9.52 eV
Relative energy (zero: lowest compared OMol25 entry of this formula, charge and spin) = 106.57 kcal/mol
Spin multiplicity = 1


Record 2
Ag2Cl2O16Pb3S2 as an isolated structure in a non-equilibrium geometry, computed with ωB97M-V/def2-TZVPD.

Positions of all 25 atoms, in Å:
Pb 10.0060 -2.5537 6.6028
Pb 8.5769 -6.1617 11.4776
Pb 7.0397 -6.2620 6.7036
Ag 5.2559 -1.7854 8.8547
Ag 11.8190 -3.3252 10.7559
Cl 11.0108 -6.5596 9.5525
O 10.5448 -6.4145 8.1684
O 10.1629 -7.3046 10.5217
O 12.4660 -6.9170 9.4947
O 10.7219 -5.2489 10.1933
Cl 13.7099 -1.7574 9.2648
O 12.0382 -1.8087 8.4351
O 13.9477 -2.7780 10.3043
O 14.4817 -2.2081 8.0929
O 13.5869 -0.4097 9.8164
S 6.9110 -3.4103 5.2605
O 5.8306 -3.1660 6.1611
O 7.9247 -2.1692 5.6256
O 7.7356 -4.7375 5.4761
O 6.6938 -3.5844 3.9280
S 7.9569 -3.8906 8.9664
O 7.1413 -2.7250 8.3677
O 9.2989 -3.9198 8.2395
O 8.3398 -3.8906 10.4407
O 7.2311 -5.2377 8.7887

Atoms 1-3, force components in eV/Å:
Pb 0.709 0.058 -0.268
Pb -0.771 0.883 0.673
Pb -0.700 -2.335 0.600

<S²> = 2.027
Total charge = +4
Gap between HOMO and LUMO (alpha / beta) = 8.70 / 5.84 eV
Spin multiplicity = 3


Record 3
C42H30ClMnN5OP2Se2 as an isolated structure in a non-equilibrium geometry, computed with ωB97M-V/def2-TZVPD.

Positions of all 84 atoms, in Å:
Mn 0.2837 1.2781 -2.7222
Cl 6.0537 5.5729 -2.6957
C 4.8493 4.3527 -2.7960
C 5.2271 3.0094 -2.9257
C 4.2796 2.0169 -3.0052
C 2.9167 2.3317 -2.9403
O 2.0034 1.3847 -2.9909
C 2.5326 3.6899 -2.8212
C 1.1568 4.0548 -2.7948
N 0.1520 3.2336 -2.8012
C -1.1781 3.7218 -2.7666
C -1.5787 5.0347 -2.7148
C -2.9425 5.3713 -2.6891
C -3.9072 4.4044 -2.7150
C -3.5363 3.0435 -2.7621
C -4.4699 1.9868 -2.7817
C -4.0197 0.6941 -2.8131
C -2.6437 0.4475 -2.8302
N -1.7358 1.4081 -2.8249
C -2.1657 2.7089 -2.7884
C 3.5187 4.6880 -2.7557
H 6.2794 2.7615 -2.9656
H 4.5647 0.9791 -3.1204
H 0.9588 5.1221 -2.7752
H -0.8642 5.8454 -2.6927
H -3.2233 6.4146 -2.6514
H -4.9575 4.6643 -2.7034
H -5.5292 2.2109 -2.7715
H -4.7069 -0.1393 -2.8299
H -2.2777 -0.5706 -2.8513
H 3.2287 5.7282 -2.6728
Se 0.8293 1.7299 4.1487
P -0.0206 0.0896 3.0122
C 0.9381 -1.4091 3.2873
C 2.3250 -1.2627 3.3842
C 3.1003 -2.3479 3.7462
C 2.4960 -3.5723 4.0046
C 1.1214 -3.7205 3.8855
C 0.3303 -2.6373 3.5353
C -1.7475 -0.1421 3.4639
C -2.7650 0.3456 2.6475
C -4.0821 0.2173 3.0590
C -4.3770 -0.3792 4.2775
C -3.3575 -0.8434 5.0991
C -2.0380 -0.7198 4.7004
C 0.0424 0.6160 1.3023
C 0.2086 0.0665 0.0309
N 0.1379 1.1443 -0.8038
N -0.0472 2.2508 -0.0986
N -0.1166 1.9532 1.1560
P 0.4345 -1.5495 -0.7394
Se 0.3880 -1.2059 -2.8924
C 2.0632 -2.1983 -0.3383
C 2.2700 -3.5338 -0.0218
C 3.5699 -4.0142 0.0545
C 4.6425 -3.1677 -0.1743
C 4.4295 -1.8234 -0.4669
C 3.1398 -1.3374 -0.5643
C -0.9021 -2.6560 -0.2670
C -1.9036 -2.2500 0.6083
C -2.9651 -3.1000 0.8768
C -3.0252 -4.3463 0.2690
C -2.0294 -4.7462 -0.6139
C -0.9696 -3.9010 -0.8950
H 2.7812 -0.2949 3.2112
H 4.1712 -2.2344 3.8442
H 3.1028 -4.4163 4.3064
H 0.6566 -4.6740 4.0984
H -0.7450 -2.7425 3.4756
H -2.5304 0.8347 1.7102
H -4.8789 0.5930 2.4313
H -5.4071 -0.4704 4.5953
H -3.5915 -1.2932 6.0544
H -1.2361 -1.0615 5.3448
H 1.4275 -4.1908 0.1529
H 3.7442 -5.0572 0.2853
H 5.6523 -3.5550 -0.1410
H 5.2712 -1.1670 -0.6438
H 2.9553 -0.3013 -0.8284
H -1.8630 -1.2734 1.0684
H -3.7473 -2.7844 1.5557
H -3.8591 -5.0044 0.4740
H -2.0868 -5.7147 -1.0919
H -0.2059 -4.1911 -1.6073

Atoms 1-3, force components in eV/Å:
Mn -0.908 -0.579 0.349
Cl 0.122 0.100 0.005
C -0.200 -0.167 -0.013

<S²> = 3.778
Total charge = +2
Gap between HOMO and LUMO (alpha / beta) = 7.12 / 5.14 eV
Spin multiplicity = 4


Question: What is the formula in the first record?
Answer: C5H7N3O2